(1)
Molecular formula: H8O4
Method: DFT, ωB97M-V with the def2-TZVPD basis set

Structure (XYZ):
```
12
Properties=species:S:1:pos:R:3
O 1.270 0.186 -0.233
H 1.224 -0.480 0.443
H 2.195 0.185 -0.449
O -2.315 -0.726 -0.359
H -2.928 -0.964 -1.020
H -1.607 -0.376 -0.840
O -0.414 1.619 -1.861
H 0.107 1.160 -1.190
H -0.137 2.484 -1.729
O 1.183 -1.183 2.475
H 1.023 -0.249 2.588
H 0.404 -1.655 2.180
```

- HOMO (eV) = -11.1032
- energy relative to the best compared isomer or geometry (same formula, charge and spin) (kJ/mol) = 87.9
- structure (SMILES) = O.O.O.O
- LUMO (eV) = 0.6
- F_max (eV Å⁻¹) = 2.76

(2)
Molecular formula: C30H38AsN4O6S2Se2TeV
Method: DFT, ωB97M-V with the def2-TZVPD basis set

Structure (XYZ):
```
85
Properties=species:S:1:pos:R:3
V -0.740 -1.106 1.160
O 1.632 -1.976 4.931
As 0.650 -0.708 4.205
O -0.318 -0.039 5.333
O -0.122 -1.565 2.958
C 1.805 0.590 3.398
C 1.581 1.920 3.733
C 2.330 2.922 3.135
C 3.302 2.590 2.202
C 3.537 1.266 1.869
C 2.792 0.260 2.471
S 2.123 -1.850 1.001
O 3.033 -2.049 -0.111
O 3.073 -1.047 2.171
O 1.159 -0.694 0.643
H 1.559 -1.875 5.894
H 0.809 2.150 4.459
H 2.151 3.958 3.394
H 3.887 3.369 1.727
H 4.290 0.983 1.144
C -0.172 -4.790 2.880
N -1.213 -4.085 3.603
C -1.219 -3.934 4.970
C -2.203 -3.062 5.272
N -2.790 -2.688 4.085
C -3.853 -1.701 3.991
C -2.155 -3.292 3.069
Se -2.447 -3.018 1.226
H -0.026 -5.769 3.333
H 0.749 -4.207 2.927
H -0.478 -4.906 1.845
H -0.509 -4.445 5.596
H -2.528 -2.659 6.214
H -4.700 -2.029 4.592
H -4.152 -1.604 2.951
H -3.478 -0.743 4.347
C -3.158 2.034 -3.235
C -1.733 2.492 -3.523
C -1.107 3.249 -2.353
C -0.804 2.359 -1.149
N 0.273 1.420 -1.439
C 0.148 0.112 -1.740
Se -1.360 -0.957 -1.421
N 1.331 -0.349 -2.176
C 1.559 -1.674 -2.737
C 1.023 -1.772 -4.160
C 1.701 -0.840 -5.161
C 3.127 -1.255 -5.509
C 2.274 0.660 -2.068
C 3.646 0.676 -2.285
C 4.303 1.868 -2.042
C 3.619 3.006 -1.592
C 2.257 2.985 -1.364
C 1.599 1.786 -1.609
H -3.590 1.535 -4.103
H -3.794 2.885 -2.982
H -3.199 1.333 -2.401
H -1.725 3.139 -4.404
H -1.108 1.629 -3.778
H -1.793 4.031 -2.015
H -0.190 3.749 -2.676
H -1.673 1.768 -0.873
H -0.512 2.944 -0.276
H 1.068 -2.395 -2.086
H 2.627 -1.870 -2.670
H -0.053 -1.577 -4.132
H 1.142 -2.810 -4.487
H 1.696 0.185 -4.775
H 1.104 -0.817 -6.075
H 3.778 -1.250 -4.633
H 3.564 -0.580 -6.245
H 3.143 -2.264 -5.925
H 4.182 -0.205 -2.606
H 5.373 1.920 -2.193
H 4.172 3.918 -1.408
H 1.729 3.855 -0.997
Te -1.990 1.056 2.078
C -3.650 1.266 0.806
C -4.398 0.312 0.176
C -5.487 0.854 -0.561
C -5.549 2.209 -0.484
S -4.282 2.834 0.485
H -4.178 -0.743 0.248
H -6.191 0.256 -1.123
H -6.271 2.870 -0.938
```

- HOMO (spin up / spin down) (eV) = -7.2932 / -7.3439
- energy relative to the best compared isomer or geometry (same formula, charge and spin) (kJ/mol) = 0.0
- multiplicity = 3
- LUMO (spin up / spin down) (eV) = -0.3 / 0.4
- F_max (eV Å⁻¹) = 0.69

(3)
Molecular formula: C33H89F9HfN7O14PS
Method: DFT, ωB97M-V with the def2-TZVPD basis set

Structure (XYZ):
```
155
Properties=species:S:1:pos:R:3
Hf -1.329 -2.403 4.223
P 0.050 2.963 4.968
F 0.995 3.693 6.077
F 1.246 1.974 4.492
F -0.441 1.769 5.963
F -0.795 2.264 3.821
F -1.191 3.943 5.351
F 0.539 4.131 3.929
C -0.948 0.551 0.127
F -2.165 0.196 -0.147
F -0.222 0.818 -0.954
F -0.963 1.699 0.902
S -0.090 -0.904 1.073
O -0.423 -2.085 0.270
O 1.360 -0.593 1.134
O -0.771 -1.024 2.392
C 2.568 5.870 -4.511
C 3.296 4.696 -3.867
C 2.448 3.544 -3.220
O 3.398 2.524 -2.865
C 2.806 1.252 -2.489
N 4.264 4.230 -4.921
H 1.906 5.614 -5.338
H 3.225 6.698 -4.775
H 1.842 6.222 -3.777
H 4.016 4.979 -3.099
H 1.784 3.189 -4.008
H 1.755 3.809 -2.422
H 3.521 0.430 -2.470
H 2.205 0.937 -3.342
H 2.358 1.400 -1.506
H 4.717 3.368 -4.653
H 3.824 4.001 -5.801
C -0.728 -2.988 -4.344
C -0.278 -3.430 -2.933
C -0.158 -5.006 -3.045
O -1.483 -5.607 -3.202
C -1.400 -7.070 -3.161
N 1.010 -2.811 -2.736
H -1.419 -3.709 -4.780
H 0.093 -2.851 -5.047
H -1.334 -2.082 -4.349
H -0.974 -3.252 -2.113
H 0.341 -5.354 -2.140
H 0.368 -5.283 -3.959
H -2.247 -7.524 -3.675
H -1.480 -7.307 -2.100
H -0.559 -7.630 -3.571
H 1.060 -2.812 -1.727
H 0.935 -1.807 -2.813
C -3.747 1.798 4.331
C -3.519 0.320 3.983
C -3.690 0.053 2.490
O -3.826 -1.417 2.300
C -4.557 -1.627 1.110
N -2.237 -0.039 4.441
H -3.474 2.453 3.504
H -3.336 1.997 5.321
H -4.780 2.129 4.432
H -4.244 -0.228 4.584
H -2.894 0.522 1.912
H -4.541 0.609 2.096
H -5.370 -0.929 0.916
H -5.072 -2.584 1.023
H -4.006 -1.587 0.170
H -2.215 0.466 5.316
H -1.555 0.519 3.948
C 5.457 5.829 -0.484
C 4.725 5.195 0.721
C 3.516 4.315 0.365
O 2.994 3.703 1.487
C 2.113 2.645 1.241
N 5.646 4.504 1.608
H 5.535 5.160 -1.341
H 6.463 6.182 -0.257
H 4.859 6.604 -0.964
H 4.235 6.040 1.206
H 3.967 3.441 -0.106
H 2.723 4.560 -0.342
H 1.190 2.944 0.745
H 1.815 2.306 2.233
H 2.495 1.710 0.833
H 6.334 4.181 0.943
H 5.119 3.650 1.724
C 4.684 -1.672 -0.450
C 3.796 -2.897 -0.466
C 4.524 -4.249 -0.800
O 3.636 -5.423 -0.845
C 4.472 -6.591 -0.773
N 3.218 -3.037 0.885
H 3.985 -0.861 -0.247
H 5.319 -1.369 -1.283
H 5.370 -1.698 0.397
H 3.139 -2.717 -1.316
H 5.243 -4.336 0.015
H 5.108 -4.284 -1.720
H 5.144 -6.604 0.085
H 5.199 -6.624 -1.585
H 3.935 -7.538 -0.728
H 3.993 -3.120 1.528
H 2.827 -2.113 0.995
C -3.979 6.307 -1.564
C -3.566 5.619 -0.328
C -4.304 4.257 -0.020
O -3.891 3.273 -0.971
C -4.702 2.099 -0.979
N -2.193 5.434 -0.343
H -3.810 5.633 -2.404
H -3.412 7.218 -1.756
H -5.006 6.669 -1.605
H -3.964 6.290 0.432
H -5.392 4.317 -0.050
H -4.080 3.956 1.003
H -4.415 1.573 -1.889
H -5.770 2.303 -0.906
H -4.348 1.408 -0.214
H -1.972 5.251 0.625
H -2.040 4.508 -0.715
C -2.178 -4.545 0.125
C -2.614 -4.480 1.570
C -2.811 -5.802 2.253
O -3.213 -5.846 3.640
C -3.708 -7.172 3.976
N -1.474 -3.813 2.130
H -2.187 -3.545 -0.308
H -2.911 -5.129 -0.431
H -1.265 -5.017 -0.237
H -3.515 -3.898 1.763
H -1.949 -6.438 2.053
H -3.576 -6.228 1.603
H -3.972 -7.297 5.026
H -2.961 -7.957 3.855
H -4.544 -7.434 3.328
H -1.246 -3.278 1.304
H -0.666 -4.402 1.993
C 1.659 -0.900 4.369
C 2.086 -2.332 4.108
O 0.931 -3.158 3.717
O 0.400 -0.927 5.003
H 1.544 -0.316 3.456
H 2.408 -0.445 5.018
H 2.588 -2.723 4.993
H 2.915 -2.297 3.401
H 1.414 -3.760 3.147
H 0.532 -0.428 5.813
C -1.974 1.871 -5.282
C -1.669 1.912 -3.744
O -1.918 3.195 -3.120
O -3.375 1.942 -5.643
H -1.513 1.055 -5.838
H -1.488 2.744 -5.718
H -0.615 1.681 -3.593
H -2.272 1.142 -3.264
H -2.675 3.119 -2.535
H -3.593 1.269 -6.292
```

- HOMO (eV) = -11.8066
- LUMO (eV) = -10.6
- charge = +2
- F_max (eV Å⁻¹) = 7.79

(4)
Molecular formula: C18H46IrN2OSSeSi2Te
Method: DFT, ωB97M-V with the def2-TZVPD basis set

Structure (XYZ):
```
73
Properties=species:S:1:pos:R:3
Ir -0.282 -1.213 0.769
C 2.201 -5.775 2.378
Si 3.687 -4.661 2.152
C 4.816 -4.657 3.634
C 4.591 -5.023 0.553
C 2.998 -2.877 2.005
Te 1.854 -2.637 0.227
C 3.306 -1.553 -0.877
Si 3.636 0.309 -0.610
C 5.037 0.777 -1.745
C 2.025 1.164 -1.070
C 4.061 0.627 1.184
H 2.487 -6.826 2.314
H 1.437 -5.606 1.614
H 1.743 -5.621 3.357
H 5.260 -5.643 3.779
H 4.275 -4.403 4.547
H 5.634 -3.944 3.515
H 5.063 -6.006 0.603
H 5.388 -4.298 0.368
H 3.929 -5.039 -0.318
H 3.780 -2.120 1.945
H 2.335 -2.624 2.832
H 3.031 -1.723 -1.920
H 4.209 -2.144 -0.688
H 4.805 0.553 -2.787
H 5.957 0.251 -1.486
H 5.241 1.847 -1.671
H 1.795 1.079 -2.133
H 2.056 2.222 -0.799
H 1.253 0.654 -0.485
H 4.944 0.065 1.497
H 3.242 0.382 1.863
H 4.293 1.685 1.324
C -1.884 -3.592 -0.949
O -1.264 -3.149 0.293
H -1.951 -4.677 -0.934
H -1.227 -3.273 -1.753
H -2.869 -3.146 -1.065
H -1.829 -3.376 1.043
Se 0.469 -0.070 2.438
C -2.951 5.175 -2.567
C -2.139 3.904 -2.792
C -0.810 3.918 -2.036
C -0.940 3.507 -0.573
N -1.175 2.055 -0.465
C -2.220 1.341 -0.112
S -2.150 -0.432 -0.294
N -3.379 1.755 0.351
C -3.929 3.118 0.486
C -5.396 3.053 0.889
C -6.347 2.500 -0.177
C -6.352 0.979 -0.336
H -3.925 5.118 -3.051
H -2.428 6.039 -2.976
H -3.118 5.381 -1.506
H -1.949 3.783 -3.858
H -2.721 3.020 -2.500
H -0.384 4.923 -2.059
H -0.075 3.265 -2.516
H -1.735 4.047 -0.072
H -0.018 3.710 -0.027
H -0.426 1.505 -0.866
H -4.025 1.013 0.584
H -3.827 3.633 -0.469
H -3.354 3.651 1.245
H -5.689 4.076 1.132
H -5.487 2.485 1.821
H -6.124 2.972 -1.138
H -7.354 2.825 0.086
H -5.494 0.610 -0.904
H -7.237 0.652 -0.878
H -6.372 0.478 0.637
```

- HOMO (spin up / spin down) (eV) = -14.4437 / -14.7749
- energy relative to the best compared isomer or geometry (same formula, charge and spin) (kJ/mol) = 0.0
- multiplicity = 2
- LUMO (spin up / spin down) (eV) = -8.1 / -7.8
- charge = +2
- F_max (eV Å⁻¹) = 0.73

(5)
Molecular formula: C25H47BeBr5Cl2MgN2NaO15PS
Method: DFT, ωB97M-V with the def2-TZVPD basis set

Structure (XYZ):
```
101
Properties=species:S:1:pos:R:3
C 0.685 6.230 1.227
C -0.379 5.701 2.348
O -1.369 4.930 1.621
C -2.187 4.145 2.520
C -1.711 2.620 2.664
N -0.522 2.581 3.579
C 0.647 1.855 2.947
Br 1.201 2.787 1.310
C 0.354 0.310 2.886
C 0.663 -0.453 1.553
C -0.320 -0.164 0.280
Cl 2.478 -0.374 1.151
C 1.868 1.999 4.006
O 1.628 1.897 5.258
O 3.177 2.249 3.587
H 1.745 5.959 1.592
H 0.457 5.659 0.261
H 0.615 7.363 1.127
H -0.811 6.564 2.961
H 0.255 5.045 3.059
H -2.079 4.627 3.567
H -3.316 4.221 2.284
H -1.581 2.065 1.679
H -2.568 2.074 3.222
H -0.806 1.990 4.387
H -0.730 0.050 3.195
H 1.007 -0.197 3.706
H 0.458 -1.572 1.775
H 0.038 0.716 -0.360
H -1.439 -0.050 0.677
H -0.266 -1.090 -0.416
C 5.751 8.128 -0.790
C 4.791 8.597 0.293
O 3.498 8.547 -0.310
S 3.462 7.330 -1.384
O 2.868 6.190 -0.752
O 3.007 7.847 -2.638
O 5.064 7.081 -1.475
H 5.957 8.927 -1.508
H 6.691 7.761 -0.377
H 5.015 9.606 0.639
H 4.793 7.912 1.146
C 3.516 -2.246 -4.237
C 3.103 -2.716 -2.813
C 4.142 -3.716 -2.258
C 4.048 -5.107 -2.877
C 2.623 -5.644 -2.803
C 1.582 -4.676 -3.404
N 1.712 -3.288 -2.865
O 1.202 -3.284 -1.564
C 1.721 -4.669 -4.946
C 0.167 -5.264 -3.170
C 3.197 -1.416 -1.948
H 2.642 -1.957 -4.836
H 4.163 -1.364 -4.206
H 4.077 -3.002 -4.787
H 4.013 -3.818 -1.174
H 5.155 -3.326 -2.408
H 4.398 -5.089 -3.913
H 4.719 -5.787 -2.343
H 2.578 -6.610 -3.318
H 2.381 -5.849 -1.755
H 1.050 -3.929 -5.395
H 1.450 -5.642 -5.363
H 2.731 -4.471 -5.298
H -0.043 -5.447 -2.113
H 0.060 -6.228 -3.675
H -0.608 -4.599 -3.559
H 2.482 -0.657 -2.283
H 4.195 -0.974 -2.016
H 3.026 -1.603 -0.889
C -3.952 6.114 6.084
Br -4.281 6.608 4.238
Br -3.920 4.189 6.319
Br -2.346 6.952 6.778
H -4.788 6.493 6.669
Be 2.646 0.247 5.765
O -2.775 -3.674 -2.323
P -2.999 -2.760 -3.543
O -4.498 -2.536 -3.748
O -2.410 -3.411 -4.795
O -2.303 -1.421 -3.297
Mg 3.401 0.195 3.392
Br -2.893 0.449 -0.027
C -4.176 -3.290 0.535
C -5.510 -3.026 -0.143
O -6.245 -4.243 -0.341
C -6.807 -4.769 0.755
O -6.752 -4.316 1.875
O -7.423 -5.912 0.401
C -7.971 -6.634 1.501
H -3.599 -4.029 -0.030
H -3.599 -2.368 0.612
H -4.313 -3.694 1.541
H -5.330 -2.604 -1.134
H -6.111 -2.302 0.414
H -8.647 -6.009 2.087
H -7.166 -7.024 2.128
H -8.538 -7.475 1.101
Na 1.320 -1.277 -2.950
Cl -1.586 -3.761 -0.144
```

- HOMO (eV) = -6.8450
- LUMO (eV) = -4.0
- F_max (eV Å⁻¹) = 6.08

(6)
Molecular formula: C21H22N2O5S
Method: DFT, ωB97M-V with the def2-TZVPD basis set

Structure (XYZ):
```
51
Properties=species:S:1:pos:R:3
C 3.766 -3.826 1.355
O 2.478 -4.032 1.884
C 1.430 -3.375 1.315
C 0.171 -3.650 1.852
C -0.958 -3.039 1.353
C -0.867 -2.117 0.305
N -2.002 -1.489 -0.222
C -3.073 -1.014 0.621
C -2.716 0.300 1.322
O -3.433 1.278 1.291
N -1.543 0.268 1.989
C -0.914 1.474 2.474
C 0.386 1.717 1.774
C 1.510 2.385 2.158
C 2.420 2.279 1.076
C 1.783 1.550 0.123
O 0.550 1.207 0.534
S -2.105 -1.182 -1.873
O -1.347 -2.190 -2.552
O -3.500 -1.053 -2.170
C -1.319 0.408 -2.129
C -1.883 1.549 -1.594
C -1.246 2.764 -1.771
C -0.061 2.851 -2.495
C 0.642 4.164 -2.642
C 0.465 1.694 -3.060
C -0.159 0.473 -2.877
C 0.390 -1.845 -0.223
C 1.525 -2.468 0.266
H 4.428 -4.464 1.938
H 4.083 -2.783 1.462
H 3.818 -4.116 0.301
H 0.101 -4.361 2.659
H -1.919 -3.290 1.775
H -3.932 -0.841 -0.030
H -3.351 -1.762 1.369
H -0.959 -0.553 1.906
H -1.623 2.288 2.283
H -0.739 1.412 3.554
H 1.671 2.890 3.088
H 3.409 2.687 1.025
H 2.081 1.220 -0.851
H -2.812 1.489 -1.051
H -1.676 3.657 -1.341
H 1.309 4.158 -3.500
H 1.237 4.362 -1.749
H -0.073 4.976 -2.753
H 1.371 1.751 -3.647
H 0.231 -0.435 -3.312
H 0.479 -1.140 -1.031
H 2.478 -2.229 -0.179
```

- HOMO (eV) = -8.1987
- energy relative to the best compared isomer or geometry (same formula, charge and spin) (kJ/mol) = 218.0
- structure (SMILES) = COc1ccc(N(CC(=O)NCc2ccco2)S(=O)(=O)c2ccc(C)cc2)cc1
- LUMO (eV) = 0.5
- F_max (eV Å⁻¹) = 1.25

(7)
Molecular formula: C2H6Si2
Method: DFT, ωB97M-V with the def2-TZVPD basis set

Structure (XYZ):
```
10
Properties=species:S:1:pos:R:3
C -2.610 0.557 0.380
C -1.527 0.842 -0.010
Si 0.315 0.801 -0.544
Si 1.673 -1.100 0.118
H -3.624 0.482 0.564
H -0.087 0.916 -1.995
H 0.581 2.045 0.108
H 1.087 -1.085 1.546
H 3.121 -1.071 0.282
H 1.071 -2.387 -0.449
```

- HOMO (eV) = -9.9418
- energy relative to the best compared isomer or geometry (same formula, charge and spin) (kJ/mol) = 56.5
- structure (SMILES) = C#C[SiH2][SiH3]
- LUMO (eV) = 0.4
- F_max (eV Å⁻¹) = 3.65

(8)
Molecular formula: C2H3NO4
Method: DFT, ωB97M-V with the def2-TZVPD basis set

Structure (XYZ):
```
10
Properties=species:S:1:pos:R:3
O 1.637 -0.905 -1.632
N 1.199 0.041 -1.090
O 1.676 0.767 -0.290
O -0.116 0.346 -1.450
H -0.425 1.123 -0.949
C 0.040 0.180 1.663
C -0.952 -0.304 1.198
O -2.030 -0.819 0.672
H 0.871 0.597 2.142
H -1.899 -1.026 -0.264
```

- HOMO (eV) = -9.8777
- energy relative to the best compared isomer or geometry (same formula, charge and spin) (kJ/mol) = 699.9
- structure (SMILES) = O=[N+]([O-])O.C#CO
- LUMO (eV) = 0.3
- F_max (eV Å⁻¹) = 1.55

Question: Among the records above, which one has the highest F_max?
Answer: C33H89F9HfN7O14PS